No. 1
64
Properties=species:S:1:pos:R:3:forces:R:3:nbo_charge:R:1 method="wB97M-V/def2-TZVPD" de_lowest_kj_mol=2086.67 e_tot_ha=-1565.2175 spin_multiplicity=1 orbital_gap_ev=8.12 homo_energy_ev=-8.524
C 3.899 3.755 1.634 -4.785 1.292 -0.821 -0.570
C 3.593 3.312 0.143 -7.552 3.247 3.704 -0.409
C 2.897 2.056 0.145 -7.315 -2.631 1.278 -0.405
C 2.345 1.469 -1.242 -4.241 -2.654 3.984 -0.221
N 1.149 2.047 -1.835 -0.396 3.772 1.687 -0.610
C -0.171 1.636 -1.525 1.176 -1.109 -0.625 0.743
O -0.430 0.462 -1.015 0.748 4.905 -2.603 -0.707
C -1.272 2.668 -2.110 1.536 -0.281 5.132 -0.480
H -0.945 3.529 -2.652 0.771 0.022 -0.607 0.221
H -1.909 2.025 -2.609 -1.809 -0.801 -1.106 0.233
C -2.060 3.332 -0.714 11.967 -9.791 3.459 -0.130
N -2.353 2.107 0.055 3.543 -2.881 5.435 -0.413
C -1.222 1.551 0.949 0.810 14.372 -2.927 0.847
O -0.311 2.604 1.286 -3.519 -5.445 -2.141 -0.779
N -1.344 0.538 1.631 1.311 -4.867 5.929 -0.469
C -2.409 -0.400 1.659 -0.433 -0.735 -4.247 0.217
C -2.330 -1.767 2.236 -1.852 4.734 -1.544 -0.208
C -3.436 -2.541 2.028 0.386 5.006 -4.260 -0.156
C -4.320 -2.064 1.000 -3.222 -10.385 4.211 -0.190
C -4.427 -0.918 0.519 -1.429 5.837 -4.798 -0.199
C -3.408 -0.063 0.538 4.367 0.980 7.043 -0.101
C -3.436 1.275 0.012 1.679 1.997 -4.961 0.625
O -4.128 1.606 -0.940 -3.163 -0.649 -0.061 -0.628
H -5.225 -0.636 -0.134 -0.607 -0.110 -0.367 0.241
H -5.230 -2.701 0.649 1.771 0.394 1.225 0.215
H -3.320 -3.417 2.446 -0.665 -4.866 1.704 0.214
H -1.568 -2.071 2.860 1.617 -0.345 1.247 0.232
C -0.235 0.438 2.669 -5.454 -9.572 1.399 -0.216
H -0.765 0.000 3.796 1.545 1.485 -3.562 0.224
H 0.350 1.156 2.869 3.329 6.207 0.988 0.237
C 0.707 -0.736 2.248 -0.291 -0.738 1.396 0.646
O 1.334 -1.426 3.019 0.538 0.229 2.635 -0.652
N 0.759 -1.072 1.000 -1.287 -0.627 -6.044 -0.645
C 1.457 -2.250 0.336 -1.722 6.213 4.573 0.167
C 2.711 -2.558 0.783 -1.583 5.461 4.888 -0.265
C 3.491 -3.260 0.121 0.430 -7.101 -9.237 -0.155
C 2.919 -4.045 -1.206 -0.782 7.007 9.303 -0.188
C 1.618 -3.678 -1.193 0.759 -7.657 -11.220 -0.246
C 0.876 -2.701 -0.745 -4.039 2.594 2.684 0.239
O -0.492 -2.224 -0.949 4.663 -3.022 0.309 -0.504
C -0.877 -2.799 -2.115 -3.675 2.449 -5.049 -0.073
C -2.404 -1.885 -2.162 3.865 -5.830 -9.047 -0.541
H -2.166 -0.940 -2.247 0.859 4.781 0.938 0.219
H -3.007 -2.412 -1.598 -3.218 -1.598 3.244 0.194
H -2.817 -2.073 -3.447 0.900 0.276 3.835 0.150
H -0.126 -2.524 -3.114 -2.066 -0.408 2.840 0.161
H -1.057 -3.916 -2.257 0.237 1.285 1.079 0.185
H 1.327 -4.330 -2.286 -0.753 1.953 2.949 0.198
H 3.469 -4.709 -1.688 1.827 -2.915 -2.293 0.206
H 4.304 -3.683 0.466 4.719 -1.084 1.647 0.191
H 3.192 -1.973 1.604 -1.176 -0.739 -0.256 0.253
H 0.120 -0.596 0.287 1.371 -0.675 1.290 0.458
H -2.778 3.618 -1.114 -11.934 5.736 -5.420 0.182
H -1.339 3.781 -0.085 0.370 1.479 0.190 0.266
H 1.361 3.134 -1.773 -1.714 -2.720 -0.755 0.391
H 3.138 1.730 -1.733 4.211 0.493 -4.473 0.183
H 1.987 0.385 -1.252 1.763 0.982 0.532 0.221
H 1.778 2.037 0.868 3.423 0.640 -1.825 0.222
H 3.440 1.312 0.611 1.344 -1.903 0.793 0.202
H 4.471 3.251 -0.200 6.552 -0.193 -3.818 0.190
H 2.834 4.003 -0.361 1.730 -0.007 0.402 0.175
H 4.400 4.710 1.615 -0.042 0.394 0.255 0.204
H 4.572 3.032 1.927 1.244 -1.622 1.546 0.194
H 2.820 3.808 2.290 3.364 -0.259 -1.689 0.212

***

No. 2
71
Properties=species:S:1:pos:R:3:forces:R:3:lowdin_charge:R:1 method="wB97M-V/def2-TZVPD" de_lowest_kj_mol=323.82 e_tot_ha=-2071.3485 total_charge=-1 spin_multiplicity=1 orbital_gap_ev=5.89 homo_energy_ev=-5.532
C 0.381 -0.197 -0.302 -2.901 -7.968 3.512 -0.904
O -0.561 0.421 -0.758 -1.698 2.442 -1.907 -0.034
O 1.494 0.431 -0.073 1.003 3.719 -1.043 0.063
O 0.236 -1.423 0.172 1.168 2.409 -1.195 -0.137
H 1.003 1.262 -0.453 2.251 -0.459 0.802 0.147
C 4.386 1.892 4.257 5.394 0.508 -2.814 -0.057
C 5.957 1.960 4.352 -1.600 -0.164 -2.946 -0.055
C 6.898 1.985 3.147 -4.085 0.651 0.724 0.016
C 6.129 1.900 1.722 -2.111 0.272 3.752 -0.029
C 4.542 1.778 1.638 6.238 1.114 6.033 0.092
C 3.832 1.874 2.969 2.821 -0.725 -1.864 -0.092
N 6.990 2.005 0.480 -1.385 -1.242 1.220 -0.388
O 8.178 2.230 0.662 -0.959 0.041 -0.843 0.048
O 6.395 1.737 -0.563 1.285 0.722 0.633 0.062
H 3.833 1.989 5.168 -0.329 -0.139 0.161 0.076
H 6.303 2.017 5.403 0.287 -0.009 -1.011 0.070
H 8.033 2.257 3.414 -2.815 -0.968 -1.385 0.128
H 4.073 1.692 0.721 -0.934 -0.163 -1.627 0.053
H 2.800 1.840 2.863 -1.880 -0.014 -0.078 0.063
C -1.627 4.393 -2.980 -0.860 -2.627 -4.198 -0.048
C -1.570 2.835 -3.197 -2.432 5.512 -6.449 0.021
C -1.952 2.251 -4.515 0.194 2.854 -0.017 0.063
C -2.196 3.133 -5.806 -0.782 4.106 7.450 -0.096
C -2.361 4.617 -5.497 3.509 -7.116 7.520 0.071
C -2.083 5.197 -4.084 1.488 -0.683 0.107 -0.080
N -2.602 2.655 -7.047 1.669 -1.491 -3.729 -0.366
O -3.011 3.443 -7.931 0.087 -1.195 1.933 0.043
O -2.252 1.474 -7.308 -1.302 1.772 0.665 0.050
H -1.342 5.009 -2.142 0.111 -0.880 0.654 0.070
H -1.341 2.193 -2.480 0.940 -2.694 3.379 0.000
H -2.158 1.153 -4.553 0.657 1.153 -0.242 0.091
H -2.705 5.347 -5.986 -2.468 4.769 -5.219 -0.003
H -1.987 6.425 -3.769 -0.784 -3.603 -1.764 0.153
C -2.959 -0.665 3.729 -4.492 -1.669 -6.519 -0.055
C -4.432 -0.764 3.863 1.427 -0.080 -2.597 -0.072
C -5.245 -0.966 2.652 -0.817 -2.101 -0.261 -0.024
C -4.688 -1.440 1.348 4.971 3.675 1.809 -0.104
C -3.166 -1.162 1.122 -1.463 -1.501 3.929 0.111
C -2.348 -0.850 2.409 -4.386 -0.409 -0.984 -0.006
N -5.541 -1.593 0.162 0.837 -0.845 -2.386 -0.347
O -5.044 -1.890 -0.991 -0.987 0.948 3.779 0.006
O -6.730 -1.448 0.344 -0.065 -0.049 -0.199 0.052
H -2.437 -0.299 4.492 2.306 0.924 3.101 0.033
H -4.826 -0.650 4.898 -0.169 0.096 -1.248 0.092
H -6.442 -1.024 2.644 2.966 0.298 0.474 0.134
H -2.618 -1.426 0.165 -0.786 0.691 1.363 0.089
H -1.301 -0.730 2.300 0.859 0.054 -0.377 0.056
C -1.254 -3.411 -4.164 -5.622 -0.021 -1.146 -0.353
O -1.586 -4.385 -4.803 0.857 -1.446 -0.863 -0.010
N -2.198 -2.496 -3.856 -2.118 2.247 0.470 -0.175
C -1.963 -1.350 -2.880 0.480 -3.119 -0.342 -0.027
C -3.656 -2.638 -4.222 -0.610 -3.085 2.409 -0.060
H -0.344 -3.204 -3.808 3.908 0.773 1.480 0.097
H -2.848 -0.796 -2.860 -1.474 0.727 0.329 0.046
H -1.308 -0.810 -3.502 1.739 1.333 0.672 0.061
H -1.703 -1.715 -1.832 0.285 0.816 -1.623 0.098
H -4.086 -3.112 -3.134 0.527 0.598 -3.335 0.138
H -3.858 -3.264 -5.166 0.706 0.444 1.899 0.091
H -4.355 -1.794 -4.333 1.421 0.683 0.086 0.059
C 1.773 -3.541 4.440 4.714 -3.797 6.462 -0.315
O 1.872 -4.368 5.417 -1.253 1.828 -2.602 -0.072
N 2.822 -2.836 4.082 2.388 0.396 -1.689 -0.204
C 2.653 -2.127 2.767 -1.213 -0.180 -1.005 -0.053
C 4.124 -2.945 4.813 1.146 0.796 -1.135 -0.054
H 0.960 -3.278 3.950 -4.406 0.637 -2.331 0.084
H 1.804 -1.413 3.009 1.304 -0.253 -0.945 0.081
H 2.155 -2.822 1.841 1.866 1.801 2.588 0.149
H 3.632 -1.603 2.473 -1.734 -0.806 0.329 0.092
H 4.574 -1.838 4.869 -0.754 -2.658 -0.089 0.113
H 4.923 -3.745 4.458 -1.649 1.857 -0.273 0.114
H 3.927 -3.377 5.779 -0.487 0.492 0.556 0.046

***

No. 3
63
Properties=species:S:1:pos:R:3:forces:R:3:nbo_charge:R:1 method="wB97M-V/def2-TZVPD" de_lowest_kj_mol=219.13 e_tot_ha=-1502.2441 total_charge=-2 spin_multiplicity=1 orbital_gap_ev=3.89 homo_energy_ev=0.840
Pd 0.304 -0.313 -0.279 -0.111 -0.858 0.016 0.267
C 3.269 0.492 1.161 0.343 -0.160 -0.286 -0.262
N 3.120 0.291 -0.272 0.634 0.310 -0.019 -0.649
C 3.178 1.496 -1.083 0.249 -0.282 0.106 -0.262
C 1.937 2.324 -1.035 -0.843 0.223 -0.297 0.368
N 0.748 1.850 -1.313 1.123 -0.076 0.007 -0.457
C -0.120 2.898 -1.195 -0.015 0.837 0.033 0.179
C -1.505 2.912 -1.341 0.217 0.131 0.215 -0.207
C -2.132 4.143 -1.251 -0.164 -0.195 -0.098 -0.259
C -1.421 5.314 -1.005 0.345 0.365 0.142 -0.242
C -0.047 5.306 -0.781 -0.221 0.202 0.073 -0.266
C 0.594 4.081 -0.876 -0.566 -0.195 -0.052 0.073
N 1.905 3.690 -0.760 0.276 -0.442 -0.057 -0.562
C 1.996 0.384 1.936 -0.717 -0.010 0.218 0.348
N 0.822 0.878 1.587 0.721 0.224 -0.321 -0.514
C -0.033 0.586 2.619 -0.032 -0.164 0.829 0.179
C -1.414 0.751 2.694 0.386 -0.093 -0.023 -0.204
C -2.036 0.347 3.862 -0.354 0.151 -0.101 -0.240
C -1.324 -0.192 4.929 0.257 -0.257 0.271 -0.248
C 0.050 -0.402 4.854 -0.191 -0.060 0.125 -0.270
C 0.682 -0.021 3.684 -0.580 0.213 -0.269 0.093
N 1.985 -0.110 3.253 0.131 0.171 -0.565 -0.578
H 3.748 1.473 1.346 -0.118 -0.235 0.058 0.178
H 3.962 -0.282 1.542 -0.147 0.251 0.135 0.180
H 2.158 -0.157 -0.447 0.364 -0.227 0.085 0.354
H 3.325 1.153 -2.118 -0.030 0.238 0.129 0.218
H 4.055 2.098 -0.796 -0.115 0.016 -0.137 0.165
H -2.008 1.954 -1.409 -0.158 -0.311 -0.143 0.301
H -3.207 4.210 -1.361 -0.063 -0.075 -0.009 0.195
H -1.956 6.258 -0.967 0.023 0.002 0.071 0.185
H 0.479 6.219 -0.520 0.024 -0.010 -0.078 0.187
H 2.667 4.235 -0.391 -0.081 -0.089 -0.084 0.396
H -1.945 1.097 1.819 -0.123 0.027 -0.093 0.259
H -3.114 0.414 3.942 -0.008 0.058 -0.022 0.194
H -1.860 -0.503 5.822 0.046 0.020 -0.059 0.187
H 0.585 -0.879 5.668 0.030 0.001 0.018 0.191
H 2.663 -0.747 3.635 -0.052 0.002 -0.170 0.399
C -3.231 -2.122 -1.002 0.391 0.244 -0.196 -0.637
C -2.394 -0.990 -1.664 -0.636 -0.132 -0.254 0.134
C -3.276 -0.360 -2.789 0.342 -0.276 0.219 -0.643
O -1.979 -0.063 -0.775 -0.185 0.469 0.238 -0.984
H -3.489 -2.901 -1.721 -0.063 -0.181 -0.112 0.166
H -4.149 -1.708 -0.583 -0.118 0.127 0.086 0.167
H -2.645 -2.565 -0.200 0.098 -0.072 0.107 0.215
H -1.550 -1.492 -2.186 -0.052 -0.029 0.048 0.124
H -4.192 0.052 -2.362 -0.123 0.085 0.134 0.172
H -3.543 -1.109 -3.537 -0.100 -0.100 -0.193 0.166
H -2.731 0.445 -3.280 0.101 0.099 -0.051 0.190
C 1.128 -2.497 -3.372 -0.146 -0.033 0.141 -0.622
C 1.021 -3.212 -2.061 0.205 0.169 -0.331 0.074
C 1.043 -4.574 -1.820 0.152 -0.416 -0.439 -0.394
C 0.873 -4.728 -0.430 -0.066 -0.384 0.384 -0.386
C 0.752 -3.448 0.078 -0.063 0.124 0.418 0.087
C 0.537 -2.982 1.487 -0.092 -0.023 -0.123 -0.637
N 0.853 -2.529 -0.909 -0.319 0.668 0.222 -0.573
H 1.629 -3.117 -4.120 0.051 -0.004 -0.039 0.176
H 1.675 -1.562 -3.242 0.049 0.049 -0.045 0.210
H 0.136 -2.239 -3.752 -0.040 0.096 -0.109 0.197
H 1.162 -5.359 -2.557 0.004 0.002 -0.039 0.168
H 0.831 -5.654 0.135 -0.015 0.010 -0.017 0.168
H -0.101 -3.668 2.055 0.037 -0.030 0.030 0.184
H 0.041 -1.997 1.427 0.154 -0.242 0.178 0.231
H 1.489 -2.871 2.025 -0.044 0.080 0.093 0.169